Record 1
Here is one molecule with the formula C18H20N2O3S from the Open Molecules 2025 dataset. Energies are from ωB97M-V/def2-TZVPD.

Output
Relative energy (zero: lowest compared OMol25 entry of this formula, charge and spin)   27.1 kcal per mole
Total charge   0
Gap between HOMO and LUMO   9.058 eV
SMILES   CC(=O)N1CCc2cc(S(=O)(=O)N[C@H](C)c3ccccc3)ccc21

Cartesian coordinates (Å):
C -1.0547 -1.0239 -6.1311
C -0.8942 -1.1666 -4.6350
O -0.4109 -2.1536 -4.1246
N -1.3339 -0.0989 -3.9020
C -1.3088 -0.0038 -2.5118
C -0.8577 -0.9356 -1.5877
C -0.9483 -0.6132 -0.2419
C -1.4683 0.6030 0.1549
C -1.9144 1.5401 -0.7626
C -1.8325 1.2261 -2.1004
C -2.2425 2.0359 -3.2938
H -3.3034 2.2849 -3.2546
H -1.6832 2.9711 -3.3430
C -1.9146 1.1112 -4.4790
H -1.2003 1.5774 -5.1634
H -2.8153 0.8573 -5.0457
H -2.3129 2.4769 -0.4078
S -1.5773 0.9642 1.8984
O -2.3135 -0.0822 2.5470
O -2.0170 2.3235 2.0604
N 0.0292 0.8616 2.3522
H 0.4098 1.7858 2.4830
C 0.3884 -0.0756 3.4045
C 1.8077 -0.5571 3.2184
C 2.8625 0.3442 3.1424
C 4.1626 -0.1042 2.9935
C 4.4268 -1.4614 2.9225
C 3.3829 -2.3669 2.9974
C 2.0823 -1.9159 3.1420
H 1.2700 -2.6262 3.2002
H 3.5813 -3.4271 2.9418
H 5.4423 -1.8111 2.8090
H 4.9731 0.6077 2.9351
H 2.6682 1.4053 3.1979
C 0.1807 0.5256 4.7971
H -0.8572 0.8328 4.9033
H 0.4141 -0.2118 5.5612
H 0.8247 1.3915 4.9401
H -0.3034 -0.9138 3.2811
H -0.6164 -1.3078 0.5121
H -0.4546 -1.8792 -1.9136
H -0.6806 -1.9290 -6.6013
H -2.1013 -0.8907 -6.3957
H -0.4897 -0.1709 -6.5005

---

Record 2
Here is one molecule with the formula C18H20N2O4S at a distorted geometry from the Open Molecules 2025 dataset. Energies are from ωB97M-V/def2-TZVPD.

Output
Relative energy (zero: lowest compared OMol25 entry of this formula, charge and spin)   81.3 kcal per mole
Total charge   0
Gap between HOMO and LUMO   8.615 eV
SMILES   CCCc1ccc(S(=O)(=O)N/N=C(/C)c2ccc3c(c2)OCO3)cc1

Cartesian coordinates (Å):
C 1.3185 3.6047 6.2521
C 1.0835 3.2093 4.8003
H 2.0207 2.8696 4.3546
H 0.7435 4.0779 4.2328
C 0.0381 2.0920 4.6821
C -0.1783 1.7277 3.2436
C -1.0980 2.4319 2.4718
C -1.2717 2.1306 1.1329
C -0.5129 1.1257 0.5664
C 0.4075 0.4139 1.3087
C 0.5737 0.7199 2.6479
H 1.2923 0.1716 3.2390
H 0.9833 -0.3574 0.8227
S -0.7734 0.6787 -1.1460
O 0.4329 0.1195 -1.6707
O -1.4094 1.7624 -1.8311
N -1.9592 -0.5250 -1.0206
N -1.6346 -1.7612 -0.4904
C -0.8333 -2.5435 -1.1008
C -0.2118 -2.3421 -2.4192
C 1.0980 -2.7433 -2.6580
C 1.7080 -2.5678 -3.8953
C 0.9536 -1.9959 -4.8893
C -0.3721 -1.6156 -4.6677
C -0.9773 -1.7754 -3.4509
H -1.9981 -1.4736 -3.2923
O -0.8945 -1.1027 -5.8255
C 0.1591 -1.1126 -6.7622
O 1.2963 -1.7184 -6.1847
H -0.1458 -1.6812 -7.6549
H 0.4028 -0.0781 -7.0565
H 2.7301 -2.8602 -4.0688
H 1.6798 -3.1703 -1.8568
C -0.5301 -3.8219 -0.3782
H 0.4831 -3.7962 0.0191
H -1.2241 -3.9428 0.4481
H -0.6074 -4.6668 -1.0583
H -2.7350 -0.1367 -0.4970
H -1.9723 2.6674 0.5127
H -1.6825 3.2186 2.9257
H 0.3833 1.2205 5.2410
H -0.8989 2.4346 5.1251
H 0.3960 3.9599 6.7061
H 2.0591 4.3982 6.3148
H 1.6774 2.7542 6.8275

---

Record 3
Here is C18H20N4O7RuS2 as an isolated structure from the Open Molecules 2025 dataset. Energies are from ωB97M-V/def2-TZVPD.

Output
Relative energy (zero: lowest compared OMol25 entry of this formula, charge and spin)   36.9 kcal per mole
Total charge   -1
Multiplicity   6
Gap between HOMO and LUMO (alpha / beta)   6.273 / 6.348 eV

Cartesian coordinates (Å):
Ru -0.2096 -0.7659 0.2091
O 2.7513 3.0391 -1.5735
C 1.9981 2.1628 -0.8587
O 2.4458 1.1305 -0.4495
C 0.6158 2.7147 -0.6451
O -0.1892 1.8012 0.0313
C -1.2007 2.3880 0.8216
C -1.5453 1.4419 1.9839
O -2.1825 1.9018 2.9201
O -1.1354 0.2364 1.8604
H 3.6155 2.6271 -1.6752
H 0.1790 2.9450 -1.6225
H 0.7285 3.6523 -0.0883
H -2.0951 2.5642 0.2159
H -0.8626 3.3405 1.2371
S -0.5241 -2.8985 1.5440
C -1.9263 -3.7017 0.9067
C -2.3649 -4.8997 1.4737
C -3.4774 -5.5607 0.9881
C -4.1846 -5.0353 -0.0866
C -3.7644 -3.8496 -0.6649
C -2.6442 -3.1730 -0.1811
S -2.1201 -1.7030 -0.9722
H -1.8135 -5.3074 2.3130
H -3.7960 -6.4876 1.4513
H -5.0589 -5.5472 -0.4710
H -4.3016 -3.4260 -1.5052
C 4.0830 -2.9763 -1.4818
N 4.1313 -2.2224 -0.2334
C 5.3324 -1.4551 0.0429
C 2.9935 -1.8084 0.2847
N 1.9962 -1.4427 0.7223
H 4.8149 -3.7845 -1.4417
H 4.3062 -2.3244 -2.3318
H 3.0806 -3.3707 -1.6207
H 6.1825 -2.1336 0.1329
H 5.2122 -0.9160 0.9789
H 5.5382 -0.7336 -0.7554
C 0.6829 -2.7655 -4.5502
N 0.1549 -1.5013 -4.0833
C -0.7732 -0.8027 -4.8056
C -1.3384 0.3044 -4.3105
C -0.9821 0.7582 -2.9654
O -1.4668 1.8053 -2.5214
N -0.1220 -0.0232 -2.2400
C 0.4651 -1.1097 -2.7737
O 1.2612 -1.8208 -2.1451
H 0.4020 -2.8993 -5.5936
H 0.2870 -3.5910 -3.9559
H 1.7692 -2.7746 -4.4655
H -1.0067 -1.2050 -5.7831
H -2.0697 0.8704 -4.8663

---

Record 4
Here is C18H21BN6S2V as an isolated structure at a distorted geometry from the Open Molecules 2025 dataset. Energies are from ωB97M-V/def2-TZVPD.

Output
Total charge   0
Multiplicity   4
Gap between HOMO and LUMO (alpha / beta)   5.872 / 6.939 eV

Cartesian coordinates (Å):
V 0.0000 0.0000 0.0000
C 0.7568 -2.2531 -3.2727
N -0.3734 -1.3677 -3.3973
C -0.7637 -0.6736 -4.5644
C -1.9024 0.0617 -4.2873
N -2.2714 -0.1170 -2.9368
B -3.4972 0.5763 -2.3134
N -3.5443 0.4736 -0.7869
C -4.5525 -0.1696 -0.0306
C -4.2998 0.0197 1.3218
N -3.1259 0.7916 1.4687
C -2.5285 1.2207 2.7062
C -2.6944 1.0601 0.1563
S -1.5265 1.8321 -0.3028
C -1.3236 -1.0174 -2.4089
S -1.5434 -1.5669 -0.9687
H 1.3087 -2.3185 -4.2347
H 0.4072 -3.2681 -2.9898
H 1.4451 -1.8690 -2.4913
H -0.2558 -0.7204 -5.5181
H -2.4268 0.6896 -4.9964
H -4.4777 0.1094 -2.7987
H -3.4658 1.7372 -2.5821
H -5.3895 -0.7143 -0.4457
H -4.9028 -0.3590 2.1345
H -3.1165 0.8472 3.5718
H -2.4970 2.3287 2.7442
H -1.4930 0.8215 2.7779
C 2.2224 -3.6669 0.2472
C 3.4669 -3.1648 0.8808
C 3.5833 -1.8609 1.1836
C 2.4476 -0.9501 0.8707
N 1.3279 -1.4841 0.2847
C 1.2241 -2.8074 -0.0165
C 2.4520 0.5304 1.1594
C 3.5984 1.2450 1.7919
C 3.4930 2.5682 2.0029
C 2.2548 3.2828 1.6078
C 1.2483 2.5958 1.0409
N 1.3425 1.2544 0.8216
H 2.1214 -4.7187 -0.0002
H 4.2793 -3.8509 1.0979
H 4.4941 -1.4983 1.6463
H 0.3072 -3.1515 -0.4783
H 4.5043 0.7270 2.0819
H 4.3115 3.1145 2.4615
H 2.1631 4.3514 1.7753
H 0.3361 3.0962 0.7448
H -0.6828 -0.3070 1.5845

---

Record 5
Here is C18H21Br25IN3PS as an isolated structure at a distorted geometry from the Open Molecules 2025 dataset. Energies are from ωB97M-V/def2-TZVPD.

Output
Total charge   +1
Gap between HOMO and LUMO   5.579 eV

Cartesian coordinates (Å):
C -3.2997 2.6951 -4.2377
C -2.3823 1.7918 -3.9152
C -1.2925 0.7415 -3.3144
P -1.6415 0.7170 -1.4382
S -2.4274 -0.9721 -0.8661
N -1.4677 -0.6967 -3.7934
C -0.1253 -1.1165 -4.3119
N 0.4326 -2.3420 -4.2512
I -0.5697 -3.9618 -3.3903
N 0.4509 0.1119 -4.9080
C 0.0629 0.4803 -6.3099
C -0.8278 -0.6223 -7.0763
C -0.3288 -1.4277 -8.1588
C 0.2167 1.1122 -3.8213
Br 1.7132 0.6253 -2.5341
C 0.5440 2.6712 -4.1395
C 1.9220 2.9401 -4.6116
H -4.1282 3.5032 -4.1413
H -2.5059 1.8464 -1.1653
H -0.4542 0.9086 -0.6311
H -2.1896 -0.7337 -4.5197
H 1.3943 -2.5047 -4.6340
H 1.0574 0.5751 -6.9104
H -0.4705 1.4940 -6.4163
H -1.9390 -0.7221 -6.7381
H -1.0124 -2.2609 -8.5580
H 0.7004 -1.3017 -8.6622
H -0.2360 3.5102 -4.0534
H 2.7364 3.3363 -3.9055
H 2.2625 2.7001 -5.7038
C -1.9698 -2.0999 3.3529
Br -2.8079 -3.1856 1.9781
Br -1.9183 -0.2222 2.8617
Br -2.7972 -2.3683 5.0871
H -0.9352 -2.4357 3.4376
C -6.9260 -1.3301 6.0963
Br -5.5688 -1.8307 7.3915
Br -6.1640 -0.3876 4.5800
Br -7.9879 -2.8562 5.5391
H -7.6026 -0.6359 6.5960
C -5.4520 -5.4232 9.1342
Br -5.8621 -6.6289 7.6692
Br -6.3661 -5.9348 10.7683
Br -3.5379 -5.2410 9.4048
H -5.8292 -4.4393 8.8523
C -0.0864 -5.8833 11.1483
Br -0.8298 -4.2027 11.7737
Br 0.5961 -5.7414 9.3361
Br 1.2509 -6.5801 12.3703
H -0.9042 -6.6047 11.1253
C 3.6918 4.1847 -0.6847
Br 2.0620 5.1481 -1.1174
Br 3.3920 2.8317 0.6738
Br 4.5317 3.4424 -2.2692
H 4.3897 4.9102 -0.2642
C 2.8182 6.9720 -4.5957
Br 4.7066 7.3470 -4.8358
Br 1.7152 8.5095 -5.0258
Br 2.2670 5.3901 -5.5783
H 2.6678 6.7576 -3.5367
C 1.9675 -3.8623 5.1100
Br 0.9430 -2.6155 6.1882
Br 1.7505 -3.5208 3.2103
Br 3.8375 -3.8977 5.6280
H 1.5643 -4.8571 5.3030
C 8.7430 4.8876 -1.9296
Br 8.1436 5.3625 -0.1452
Br 8.8644 2.9643 -2.1628
Br 7.6455 5.7125 -3.3018
H 9.7513 5.2871 -2.0444